Record 1
Below is a 5-piece molecular cluster, C40H70N2O10PS overall at a distorted geometry, with properties calculated with ωB97M-V with the def2-TZVPD basis set.

Structure (XYZ):
```
124
Properties=species:S:1:pos:R:3:mulliken_charge:R:1
O 6.9959 4.1154 4.3152 -0.491
C 6.2437 2.8452 4.2491 -0.228
C 5.5645 2.6021 2.7770 -0.526
C 6.4596 1.6011 1.7882 -0.544
C 5.4454 1.0312 0.6235 0.615
C 5.5573 -0.6092 0.3882 -0.733
C 5.0928 -1.0420 -1.1583 -1.254
C 3.8384 -0.0553 -1.6410 0.911
O 3.4681 -0.5222 -3.0071 -0.583
P 2.3998 -0.3738 -0.4280 -0.257
S 0.6862 0.3794 -0.9579 0.092
C 4.4262 1.4744 -1.6453 -0.680
C 3.3200 2.6485 -1.3536 -0.361
C 2.3891 2.9477 -2.7104 -0.310
C 1.3147 4.1377 -2.3567 -0.330
C -0.1219 4.0087 -3.1861 -0.357
C -1.2302 4.8413 -2.2572 -0.721
C -1.7749 3.8083 -1.1066 0.514
C -1.4336 4.2969 0.4418 -0.517
C -2.7636 3.9701 1.3620 -0.915
C -2.9302 2.3951 1.7851 0.540
C -3.9796 1.5495 0.7946 -0.606
C -3.1255 0.2648 0.2365 0.484
C -3.8505 -0.5663 -0.9848 -0.671
N -2.7190 -1.3568 -1.6751 0.380
C -2.4186 -2.6284 -0.9007 -0.241
C -1.1644 -3.2481 -1.7942 -0.677
C -0.8788 -2.1979 -3.0636 -0.289
C -1.9511 -0.9507 -2.9140 -0.235
N 5.6704 1.6583 -0.7507 -0.114
H 6.7884 4.6065 3.4663 0.330
H 6.8607 1.9115 4.6544 0.246
H 5.3393 2.9651 5.0163 0.232
H 4.4805 2.1472 2.9832 0.212
H 5.3752 3.5880 2.1555 0.226
H 7.2521 2.2911 1.2687 0.169
H 6.9452 0.7398 2.4492 0.358
H 4.3522 1.3733 0.9488 -0.221
H 4.8728 -1.2347 1.1071 0.119
H 6.6791 -1.0038 0.4795 0.371
H 5.9692 -0.9252 -1.9404 0.312
H 4.6739 -2.1425 -1.2125 0.381
H 2.8496 0.1344 -3.4437 0.459
H 2.6455 0.0176 0.9362 0.028
H 2.2098 -1.8307 -0.3963 0.164
H 4.8311 1.6700 -2.7513 0.322
H 3.9308 3.6612 -1.1899 0.342
H 2.6817 2.5019 -0.3839 0.088
H 3.0543 3.3053 -3.6265 0.308
H 1.7953 2.0062 -3.0731 -0.072
H 1.0174 3.9927 -1.2114 -0.037
H 1.7475 5.2301 -2.4941 0.315
H -0.0746 4.4797 -4.2670 0.377
H -0.4742 2.8903 -3.3235 0.046
H -0.6091 5.6892 -1.7077 0.235
H -2.0881 5.3103 -2.9327 0.300
H -1.1869 2.7915 -1.2567 -0.458
H -2.9365 3.6543 -1.2823 0.249
H -1.1912 5.4627 0.5003 0.344
H -0.5109 3.7124 0.8699 0.139
H -3.7420 4.2837 0.7992 0.334
H -2.6575 4.5860 2.3717 0.313
H -3.2012 2.2291 2.9332 -0.148
H -1.8512 1.9020 1.6570 0.104
H -4.3811 2.2739 -0.0449 0.341
H -4.8347 1.1563 1.5114 0.285
H -2.1218 0.7134 -0.2290 -0.412
H -2.8517 -0.5136 1.0688 0.160
H -4.6916 -1.3122 -0.6218 -0.099
H -4.3500 0.1450 -1.7866 0.319
H -2.9341 -3.0676 0.0770 0.308
H -0.5756 -4.2530 -1.5338 0.300
H -0.0541 -2.3370 -3.8901 0.258
H -2.1062 0.0119 -3.5668 0.283
H 6.5492 1.3433 -1.2234 0.506
H 5.7867 2.6948 -0.5777 0.546
O -4.6368 -3.3071 -6.9175 -0.594
C -3.4530 -3.3245 -7.2119 0.443
O -2.9783 -3.3421 -8.4920 -0.349
C -1.5576 -3.4707 -8.4628 -0.464
C -1.1422 -2.9847 -7.0989 -0.489
C -2.3158 -3.3763 -6.2372 0.108
H -1.2986 -4.5221 -8.6262 0.258
H -1.1164 -2.8685 -9.2624 0.325
H -0.1918 -3.4075 -6.7623 0.358
H -1.0421 -1.8925 -7.1088 0.239
H -2.2182 -4.3965 -5.8558 0.240
H -2.4659 -2.6690 -5.4182 -0.093
O -5.7400 1.4962 4.3959 -0.597
C -4.7807 1.1191 5.0483 0.481
O -3.5095 1.0186 4.5603 -0.429
C -2.6684 0.4440 5.5595 -0.452
C -3.3713 0.7006 6.8668 -0.567
C -4.8262 0.6577 6.4735 -0.394
H -2.5575 -0.6252 5.3501 0.280
H -1.6820 0.9157 5.5270 0.327
H -3.1072 -0.0191 7.6461 0.344
H -3.1193 1.7034 7.2328 0.272
H -5.2270 -0.3592 6.5074 0.256
H -5.4278 1.3321 7.0873 0.283
O 3.5547 -3.6691 1.0306 -0.581
C 4.5141 -4.0462 1.6830 0.563
O 5.7853 -4.1467 1.1951 -0.323
C 6.6263 -4.7213 2.1942 -0.445
C 5.9235 -4.4646 3.5015 -0.472
C 4.4685 -4.5076 3.1082 -0.428
H 6.7373 -5.7904 1.9848 0.291
H 7.6127 -4.2495 2.1618 0.310
H 6.1875 -5.1844 4.2808 0.329
H 6.1754 -3.4619 3.8675 0.235
H 4.0677 -5.5245 3.1421 0.310
H 3.8670 -3.8332 3.7220 0.266
O -5.3735 -3.2851 1.8402 -0.612
C -6.4130 -2.9259 1.3123 0.511
O -6.5248 -2.5621 0.0011 -0.325
C -7.8512 -2.0973 -0.2445 -0.448
C -8.6938 -2.7047 0.8464 -0.538
C -7.7328 -2.7741 2.0061 -0.334
H -7.8502 -1.0029 -0.2084 0.267
H -8.1766 -2.4189 -1.2382 0.327
H -9.5987 -2.1302 1.0618 0.336
H -8.9972 -3.7190 0.5597 0.261
H -7.7272 -1.8471 2.5861 0.227
H -7.9412 -3.6324 2.6490 0.307
```

Calculated values
- LUMO (Ha) = -0.106
- frontier orbital gap (eV) = 6.003
- calculated total energy (a.u.) = -3166.84304
- net charge = +1

Record 2
Below is C9H18Cl2OPd as an isolated structure at a distorted geometry, with properties calculated with ωB97M-V with the def2-TZVPD basis set.

Structure (XYZ):
```
31
Properties=species:S:1:pos:R:3:lowdin_spin:R:1
Pd 1.6271 0.9270 -0.5916 1.623
Cl -0.5256 -1.5067 -0.9677 0.061
Cl 2.1325 0.6354 1.6968 0.725
C 2.5710 0.2356 -2.0873 0.648
H 3.0795 1.0033 -2.6895 0.053
H 2.9733 -0.7889 -2.0852 0.043
C -0.3453 0.2468 -1.4171 0.147
C 0.8868 0.3476 -2.2950 0.184
H -0.5260 0.7280 -0.4095 0.082
C 0.6700 -0.7443 -3.4117 0.070
H 0.8645 1.2844 -2.8909 0.034
C -0.5738 -0.4862 -4.2580 0.017
H 1.4405 -0.7268 -4.1587 0.005
H 0.6916 -1.7584 -3.0312 0.004
C -1.8060 -0.0299 -3.4099 0.006
H -0.4626 0.3207 -5.0012 0.000
H -0.8835 -1.3211 -4.9063 0.004
C -1.4589 0.8946 -2.2835 0.039
H -2.4664 0.5425 -4.0866 0.002
H -2.2678 -0.9686 -3.0154 0.001
H -1.0832 1.8669 -2.6562 0.015
H -2.3266 1.0927 -1.6435 0.003
C 0.0155 -0.9052 4.3567 0.013
C 0.1138 -1.3190 2.9182 0.101
O -1.1284 -1.1763 2.2857 0.068
H -0.1098 0.1803 4.4267 0.003
H 0.9326 -1.2369 4.8610 0.001
H -0.8472 -1.3954 4.8037 0.005
H 0.8104 -0.6303 2.3555 0.035
H 0.4592 -2.3691 2.8450 0.008
H -1.0363 -1.4821 1.3629 0.001
```

Calculated values
- energy above the lowest of the compared OMol25 structures with the same formula, charge and spin (kJ/mol) = 278.4
- LUMO (spin up / spin down) (Ha) = 0.016 / -0.143
- multiplicity = 5
- frontier orbital gap (spin up / spin down) (eV) = 4.274 / 5.653
- calculated total energy (a.u.) = -1476.84698

Record 3
Below is C50H50F9N2O5SeSn as an isolated structure at a distorted geometry, with properties calculated with ωB97M-V with the def2-TZVPD basis set.

Structure (XYZ):
```
118
Properties=species:S:1:pos:R:3:mulliken_charge:R:1
Sn 0.2029 0.4187 0.4716 1.103
C 0.9705 4.1069 -5.0102 -1.637
C 0.8097 4.2113 -3.5055 1.094
C 0.8453 5.6713 -3.0485 -1.754
O -0.4125 3.6232 -3.0872 -0.060
C -0.2455 2.8811 -1.8972 -0.226
C 1.3178 3.0372 -1.6309 1.293
O 1.8091 3.4340 -2.8976 -0.232
C 2.2868 1.9743 -1.0101 0.051
O 1.7556 0.7273 -0.8914 -0.812
C 3.6399 1.8856 -1.7954 1.088
C 4.3796 3.0172 -2.1365 0.069
C 5.5611 2.8880 -2.8446 -1.142
C 6.0503 1.6317 -3.1743 -0.815
C 5.3272 0.5037 -2.8233 -0.892
C 4.1315 0.6290 -2.1326 -0.343
C 2.9609 2.4174 0.3189 0.595
C 3.4254 1.3969 1.1586 -0.366
C 4.0182 1.6891 2.3760 -0.961
C 4.1947 3.0079 2.7589 -0.819
C 3.7651 4.0261 1.9171 -0.933
C 3.1685 3.7409 0.7018 0.011
C -1.1637 1.5786 -2.0808 2.330
O -0.8815 0.5001 -1.2494 0.346
C -2.6151 2.0395 -1.8579 0.240
C -3.1796 3.1180 -2.5428 -0.181
C -4.4786 3.5196 -2.2759 -0.768
C -5.2507 2.8411 -1.3439 -0.926
C -4.7076 1.7583 -0.6733 -1.011
C -3.4022 1.3651 -0.9304 -0.529
C -0.9572 1.0272 -3.5031 -0.300
C 0.3391 0.7804 -3.9491 -0.290
C 0.5556 0.2257 -5.2001 -0.320
C -0.5168 -0.1157 -6.0125 -0.944
C -1.8080 0.1111 -5.5634 -1.122
C -2.0301 0.6669 -4.3098 -0.384
H 0.1459 4.6092 -5.5109 0.372
H 0.9961 3.0609 -5.3082 0.282
H 1.9116 4.5793 -5.2871 0.431
H 0.0867 6.2296 -3.5935 0.439
H 1.8274 6.0974 -3.2498 0.373
H 0.6214 5.7515 -1.9841 0.314
H -0.7260 3.3941 -1.0566 -0.223
H 1.3459 3.8995 -0.9579 0.011
H 4.0330 4.0027 -1.8691 0.346
H 6.1145 3.7764 -3.1172 0.481
H 6.9917 1.5399 -3.6981 0.435
H 5.6927 -0.4801 -3.0872 0.480
H 3.5615 -0.2495 -1.8661 0.162
H 3.3335 0.3653 0.8405 0.578
H 4.3621 0.8791 3.0051 0.505
H 4.6753 3.2452 3.6978 0.427
H 3.8883 5.0625 2.2007 0.509
H 2.8538 4.5714 0.0865 0.438
H -2.5996 3.6566 -3.2735 0.497
H -4.8904 4.3700 -2.8031 0.447
H -6.2694 3.1488 -1.1502 0.398
H -5.2958 1.2234 0.0614 0.470
H -2.9792 0.5337 -0.3819 0.555
H 1.1840 1.0430 -3.3276 -0.477
H 1.5718 0.0675 -5.5432 0.552
H -0.3512 -0.5548 -6.9874 0.476
H -2.6547 -0.1397 -6.1897 0.433
H -3.0431 0.8451 -3.9767 0.529
F -2.2640 1.9585 3.9796 -0.224
C -1.4297 1.6399 3.0011 -0.242
F -0.4787 0.8250 3.4987 -0.241
F -2.1126 0.8854 2.1046 -0.075
C -0.7781 2.8628 2.3000 0.996
O 0.0276 2.4627 1.2766 0.557
C 0.0520 3.6511 3.3589 0.417
F 1.0615 2.8997 3.8097 -0.202
F -0.6664 4.0319 4.4193 -0.221
F 0.5730 4.7524 2.8103 -0.238
C -1.8863 3.8064 1.7397 0.181
F -2.6217 4.3960 2.6825 -0.277
F -2.7171 3.1228 0.9428 -0.058
F -1.3267 4.7647 0.9899 -0.238
C 0.7933 -5.8265 -2.4564 -0.847
C 2.1385 -5.1472 -2.7191 -0.630
C 2.3297 -3.8170 -1.9831 -0.788
C 1.6568 -2.6019 -2.6281 -0.474
N 0.1998 -2.6688 -2.6701 2.108
C -0.6279 -2.4565 -1.6335 -1.484
Se -0.0672 -2.2472 0.1371 -0.298
N -1.9046 -2.5488 -2.0491 1.004
C -3.1050 -2.4762 -1.2247 -1.128
C -3.8351 -3.8255 -1.1384 -0.955
C -2.9792 -4.9966 -0.6527 0.276
C -2.6491 -4.9480 0.8370 -1.223
C -1.9005 -2.8378 -3.3978 0.496
C -2.9348 -3.0560 -4.3035 -0.458
C -2.5809 -3.4261 -5.5822 -1.166
C -1.2382 -3.5637 -5.9619 -0.845
C -0.2094 -3.3037 -5.0843 -0.824
C -0.5601 -2.9318 -3.7896 0.306
H 0.7984 -6.8376 -2.8612 0.453
H -0.0360 -5.2961 -2.9224 0.029
H 0.6062 -5.8934 -1.3827 0.281
H 2.2772 -4.9995 -3.7940 0.265
H 2.9252 -5.8255 -2.3855 0.447
H 3.3958 -3.5855 -1.9442 0.635
H 1.9750 -3.9231 -0.9560 0.086
H 2.0023 -2.4900 -3.6550 0.905
H 1.9172 -1.6982 -2.0727 -0.827
H -3.7659 -1.7234 -1.6585 0.346
H -2.8045 -2.1438 -0.2333 0.509
H -4.2381 -4.0779 -2.1199 0.320
H -4.6803 -3.6911 -0.4608 0.621
H -2.0530 -5.0447 -1.2339 -0.327
H -3.5302 -5.9156 -0.8567 0.474
H -1.9713 -4.1292 1.0729 0.128
H -2.1634 -5.8743 1.1418 0.398
H -3.5549 -4.8299 1.4320 0.360
H -3.9707 -2.9481 -4.0171 0.580
H -3.3565 -3.6217 -6.3090 0.451
H -1.0055 -3.8776 -6.9697 0.497
H 0.8232 -3.4025 -5.3867 0.473
```

Calculated values
- energy above the lowest of the compared OMol25 structures with the same formula, charge and spin (kJ/mol) = 196.9
- LUMO (Ha) = -0.224
- frontier orbital gap (eV) = 4.343
- calculated total energy (a.u.) = -5935.37628
- net charge = +1